The following is a DFT calculation (ωB97M-V/def2-TZVPD) of C37H51O2P2PtSSe2 as an isolated structure.

**Relative energy (zero: lowest compared OMol25 entry of this formula, charge and spin)**: 1.4 kcal per mole
**Frontier orbital gap (spin up / spin down)**: 8.33 / 5.37 eV
**Strongest force on any atom**: 0.38 eV/A
**Charge**: +3
**Multiplicity**: 5
**Molecular weight**: 974.826 Da
**HOMO level (spin up / spin down)**: -16.943 / -17.245 eV
**LUMO energy (spin up / spin down)**: -0.3164 / -0.4364 Ha

```
96
Properties=species:S:1:pos:R:3:forces:R:3
Pt 0.27179 0.14170 -1.01595 0.05 -0.03 -0.17
Se 1.66753 -1.63658 -1.81385 0.08 -0.08 0.02
P 0.14845 -3.13811 -1.14411 -0.12 0.08 -0.04
Se -1.49304 -1.67465 -0.60306 -0.02 0.06 0.07
C -0.41884 -4.20963 -2.43302 0.05 -0.07 0.10
C 0.51718 -5.10748 -2.96286 0.03 -0.01 0.01
C 0.11050 -6.01134 -3.92601 0.00 0.00 0.00
C -1.21740 -6.03166 -4.34139 0.00 0.00 -0.01
C -2.14310 -5.14402 -3.80782 0.02 0.00 0.00
C -1.74911 -4.22026 -2.85379 -0.01 0.03 -0.02
C 0.63786 -3.98073 0.32699 0.00 -0.10 -0.14
C -0.09560 -5.12330 0.68273 -0.01 -0.05 -0.01
C 0.24563 -5.80763 1.83280 0.02 0.01 0.02
C 1.31715 -5.37148 2.60791 -0.02 0.00 0.00
C 2.05236 -4.24782 2.24369 0.00 0.00 -0.02
C 1.71241 -3.54027 1.10552 0.03 0.07 0.06
H 1.54734 -5.11121 -2.62342 0.00 0.01 0.01
H 0.82269 -6.70871 -4.34499 0.00 0.00 0.00
H -1.53180 -6.75184 -5.08522 -0.01 0.00 0.00
H -3.17558 -5.17996 -4.12749 0.00 0.00 -0.01
H -2.48069 -3.53342 -2.44275 0.01 0.00 0.01
H -0.90693 -5.48164 0.05959 0.00 0.02 0.01
H -0.31084 -6.68893 2.12035 0.01 0.00 0.00
H 1.58616 -5.91949 3.50136 0.01 0.00 -0.01
H 2.89632 -3.93329 2.84224 -0.01 0.00 0.01
H 2.28787 -2.66718 0.82064 0.00 -0.03 -0.02
O 0.05372 1.23250 0.63805 -0.25 -0.28 0.02
P 0.69998 2.20843 1.67758 0.03 0.11 -0.20
C 1.68551 1.20614 2.80420 0.01 0.05 0.09
C 2.51956 0.11606 2.09872 -0.05 -0.01 0.00
C 3.65252 -0.31519 3.02533 0.00 -0.06 -0.03
C 4.65701 0.82724 3.20267 0.02 0.01 -0.04
C 3.97351 2.20076 3.37308 0.04 0.02 0.03
C 2.51260 2.07057 3.79282 0.00 -0.06 0.03
C 1.68765 3.50712 0.86975 0.12 -0.01 0.19
C 2.87953 3.03295 0.01324 -0.01 0.01 -0.03
C 2.48725 2.54130 -1.37622 -0.07 -0.04 0.04
C 1.60731 3.53489 -2.12136 0.05 0.05 -0.07
C 0.40793 3.97247 -1.28478 -0.02 -0.01 0.00
C 0.85961 4.52640 0.06726 0.01 -0.01 -0.02
C -0.65291 3.01646 2.59004 0.12 0.15 0.05
C -1.01075 2.34793 3.92833 -0.04 0.01 -0.01
C -1.81497 1.06393 3.74474 -0.02 0.01 0.08
C -3.10812 1.34886 2.98728 0.02 -0.03 0.00
C -2.82303 1.99407 1.63437 -0.07 0.03 -0.03
C -1.93532 3.23420 1.75581 -0.02 -0.01 0.07
H 0.91630 0.68472 3.38142 0.01 0.01 -0.01
H 2.94630 0.46385 1.15281 0.02 0.03 0.00
H 1.85803 -0.72062 1.85401 0.02 0.02 0.04
H 4.16108 -1.19500 2.62502 0.00 0.02 0.00
H 3.23028 -0.61424 3.98904 0.00 0.01 0.00
H 5.30916 0.85762 2.32682 0.03 0.01 0.02
H 5.30384 0.61483 4.05287 -0.03 0.00 0.02
H 4.04801 2.77609 2.44716 -0.03 -0.01 0.05
H 4.49766 2.79123 4.12364 0.02 0.00 -0.01
H 2.06272 3.05706 3.93796 0.01 0.01 -0.04
H 2.45997 1.59130 4.77236 0.02 -0.01 -0.01
H 2.10197 4.01998 1.75001 -0.01 0.03 -0.05
H 3.49492 2.30081 0.53231 -0.04 -0.03 -0.04
H 3.52166 3.90919 -0.11796 0.00 0.00 -0.02
H 1.94890 1.56338 -1.28960 0.04 0.06 0.01
H 3.38355 2.30620 -1.95202 0.00 -0.01 0.00
H 1.29933 3.11617 -3.08196 -0.05 -0.01 0.04
H 2.21371 4.41435 -2.35840 0.00 0.01 0.02
H -0.27326 3.12399 -1.13059 0.00 0.02 0.02
H -0.16552 4.73470 -1.81526 0.03 0.03 0.01
H 0.02117 4.91278 0.64458 -0.04 -0.03 0.01
H 1.51527 5.38344 -0.11096 -0.02 0.00 -0.01
H -0.21724 4.00077 2.81077 -0.05 -0.01 -0.01
H -1.63115 3.06934 4.46831 0.01 -0.02 0.02
H -0.13046 2.19609 4.55343 0.01 -0.03 -0.03
H -2.03603 0.63659 4.72368 0.00 -0.01 -0.02
H -1.22529 0.31115 3.20364 -0.01 0.01 -0.04
H -3.73013 2.01752 3.58886 0.01 0.02 -0.01
H -3.68561 0.43198 2.85538 0.01 0.00 0.00
H -3.76018 2.29516 1.16037 0.01 -0.02 0.00
H -2.35296 1.25998 0.97075 0.04 -0.01 0.01
H -2.49708 4.00752 2.28759 -0.01 0.01 -0.04
H -1.71802 3.64264 0.76909 0.05 -0.01 -0.05
C -1.98580 2.40693 -4.31925 -0.03 -0.02 0.05
S -1.97816 1.39512 -2.85154 -0.04 0.01 -0.01
O -0.49620 0.87989 -2.84868 0.05 0.06 0.05
C -2.95082 0.00256 -3.32885 0.02 0.06 -0.03
C -4.09672 -0.24563 -2.57741 -0.03 -0.03 0.01
C -4.93370 -1.28620 -2.96085 0.00 -0.02 0.01
C -4.61456 -2.05048 -4.07451 -0.02 0.00 0.01
C -3.45343 -1.80164 -4.80554 0.01 0.00 0.00
C -2.60848 -0.77096 -4.43649 0.00 -0.01 -0.01
H -1.62650 1.82809 -5.16745 0.02 0.00 0.01
H -1.34508 3.26376 -4.11771 0.00 -0.01 -0.01
H -3.01431 2.73407 -4.47543 0.00 0.00 0.00
H -4.34807 0.38172 -1.72980 0.01 0.01 0.00
H -5.84003 -1.48297 -2.40449 0.00 0.00 -0.01
H -5.28473 -2.84079 -4.38776 0.00 0.00 0.00
H -3.22277 -2.40057 -5.67643 0.00 0.00 0.00
H -1.70845 -0.56165 -5.00194 -0.01 -0.01 0.00
```
Forces are in eV/Å.

These are the Löwdin partial charges, in e, on atoms 1 to 5:
1 Pt 0.764
2 Se 0.574
3 P 0.424
4 Se 0.705
5 C -0.426